Entry 1:
Entry from OMol25: a molecular structure, C29H30BF2O2PS2V (the ωB97M-V functional and the def2-TZVPD basis).

Last column: Mulliken charge in e.
Atoms and positions in Å:
V -0.3567 -0.3465 -0.3284  0.16
S 1.0558 -3.2987 -0.6639  -0.29
S -1.5603 -2.0070 -1.4458  -0.51
P 2.1193 0.5847 -2.5409  1.18
F -0.3717 -2.6382 1.6157  -0.28
F 1.7071 -1.6151 1.4403  -0.33
O 1.1342 0.0101 -1.5063  0.81
O -0.5813 -4.0919 -2.5412  -0.26
C -0.3415 -3.1949 -1.6130  0.80
C 2.6250 4.5304 -1.7813  -0.70
C -0.1847 0.7513 2.2480  -0.50
C 3.9174 -0.5448 -0.8366  -0.28
C 6.1432 0.2527 -2.3175  -0.79
C -1.6004 1.6070 0.0025  0.12
C 2.8181 3.1548 -1.8198  -0.84
C 1.7526 -0.0361 -4.1594  0.26
C 0.3835 1.7177 1.4087  1.31
C 2.3756 0.4969 -5.2962  -0.38
C 6.3041 -0.4809 -1.1440  -0.51
C -1.4463 0.2230 2.0219  1.04
C 0.3571 -5.1865 -2.7455  -0.82
C -2.3852 2.0616 -1.2047  -1.74
C -2.0978 -0.7266 2.9852  -1.82
C -2.1271 0.6202 0.8549  -0.90
C 1.6078 5.1082 -2.5321  -0.51
C 3.7566 0.1830 -2.0156  0.42
C 1.1931 -1.0831 -6.6735  -0.56
C 0.9786 2.9448 -3.3756  -0.82
C 1.7538 2.2545 1.7105  -1.57
C 0.7861 4.3175 -3.3298  -0.71
C 4.8733 0.5860 -2.7545  -0.14
C 1.9930 2.3545 -2.6138  0.47
C 5.1994 -0.8741 -0.4064  -0.94
C 0.8398 -1.0791 -4.2938  0.09
C -0.3459 2.1583 0.3088  -0.13
C 2.0980 -0.0312 -6.5463  -0.75
C 0.5606 -1.5996 -5.5530  -0.68
B 0.5091 -1.9679 0.7679  0.82
H 0.9758 -1.4896 -7.6541  0.41
H 4.7618 1.1649 -3.6634  0.29
H 1.7616 2.7573 2.6793  0.44
H 3.6118 2.7062 -1.2346  0.51
H 0.3786 0.4050 3.1074  0.45
H -3.1047 0.2082 0.6430  0.60
H 7.0100 0.5639 -2.8861  0.44
H -2.7552 -1.4221 2.4679  0.41
H 3.2707 5.1509 -1.1717  0.46
H 3.0572 1.3369 -5.2229  0.34
H -0.0429 -5.7419 -3.5839  0.25
H 0.3281 -1.4684 -3.4220  -0.24
H 5.3286 -1.4394 0.5079  0.51
H 0.0032 4.7741 -3.9230  0.46
H 1.4582 6.1812 -2.5067  0.42
H 0.3830 -5.7992 -1.8488  0.39
H -2.6946 -0.1475 3.6953  0.40
H 3.0581 -0.8436 -0.2504  0.28
H -0.1580 -2.4035 -5.6539  0.49
H 7.3001 -0.7414 -0.8066  0.41
H -3.0696 2.8644 -0.9235  0.41
H -1.3586 -1.3019 3.5368  0.37
H -2.9842 1.2527 -1.6192  0.36
H 2.5782 0.3818 -7.4247  0.43
H 0.3446 2.3327 -4.0072  0.50
H 1.3421 -4.7903 -2.9743  0.37
H 2.4803 1.4405 1.7607  0.31
H -1.7277 2.4447 -1.9846  0.18
H 2.0770 2.9653 0.9531  0.22
H 0.0715 2.9090 -0.3533  0.42

Force components x, y, z for each atom (eV/Å):
V 0.7 1.1 0.7
S 0.0 0.3 0.0
S -0.2 -0.4 -0.3
P -0.8 -0.3 0.8
F 0.4 0.3 -0.4
F -0.6 -0.2 -0.5
O 0.6 0.3 -0.9
O 0.3 0.0 -0.1
C -0.3 -0.2 0.1
C -0.1 0.0 0.0
C 0.4 -0.2 0.0
C 0.2 0.0 0.0
C 0.0 0.0 0.1
C -0.4 0.0 -0.1
C -0.1 0.1 0.0
C 0.0 -0.1 -0.5
C 0.1 0.0 0.0
C -0.1 -0.1 0.0
C 0.0 0.0 -0.1
C -0.6 -0.3 -0.4
C -0.3 0.3 0.1
C 0.1 0.1 0.1
C 0.1 0.1 0.0
C -0.2 0.3 0.1
C 0.0 0.0 0.0
C 0.5 -0.2 0.1
C 0.1 0.1 0.0
C 0.0 0.0 0.1
C 0.0 -0.1 0.0
C 0.0 0.0 0.0
C 0.0 -0.1 0.1
C -0.1 0.5 0.0
C -0.1 0.0 0.0
C 0.0 -0.1 -0.1
C -0.2 -0.2 -0.3
C -0.1 -0.1 0.0
C 0.0 0.0 0.1
B 0.5 -0.7 1.3
H 0.0 0.0 0.1
H 0.0 0.0 0.0
H 0.0 0.0 0.0
H 0.0 0.0 0.0
H 0.0 0.0 0.0
H -0.1 0.0 0.0
H 0.0 0.0 0.0
H 0.0 0.0 0.0
H 0.0 0.0 0.0
H 0.0 0.0 0.1
H 0.0 0.0 0.0
H 0.1 0.0 -0.1
H 0.0 0.0 0.0
H 0.0 0.0 0.0
H 0.0 -0.1 0.0
H 0.1 0.0 0.0
H 0.0 0.0 0.0
H 0.0 0.0 0.0
H 0.0 0.0 0.0
H 0.0 0.0 0.0
H 0.0 0.0 0.0
H 0.0 0.0 0.0
H 0.0 0.0 0.0
H 0.0 0.0 0.0
H 0.0 0.0 0.0
H 0.1 0.0 0.0
H 0.0 0.0 0.0
H 0.0 0.0 0.0
H 0.0 0.0 0.0
H 0.1 0.0 0.0

## Properties
* spin multiplicity: 3
* charge: +1
* HOMO energy (spin up / spin down): -10.600 / -10.319 eV
* DFT total energy: -3579.86910 a.u.
* energy relative to the best compared isomer or geometry (same formula, charge and spin): 13.0 kcal/mol

Entry 2:
Entry from OMol25: a single C10H13NOS molecule (the ωB97M-V functional and the def2-TZVPD basis).

Last column: Mulliken charge in e.
Atoms and positions in Å:
S 1.8068 -1.0853 -1.2591  -0.19
O 0.9324 -1.4118 1.1541  -0.40
N 0.5633 -0.8219 -0.0048  0.29
C -0.4527 1.1253 -0.7489  -0.89
C 0.8744 1.4894 1.1554  0.37
C -1.6200 -0.4263 0.8601  -1.48
C -0.6834 -0.2981 -0.3720  0.96
C 3.2959 -1.0508 -0.3684  -0.12
C 2.0893 -0.6513 1.7240  0.48
C 1.6724 0.7697 1.7475  -0.41
C 3.3905 -0.8362 0.9406  -0.85
C -0.1215 2.1487 0.4265  -0.95
C -1.1600 -1.1347 -1.5592  -1.67
H -0.0334 3.1872 -0.0156  0.40
H 4.3444 -1.2299 1.4582  0.23
H -1.6891 -1.4535 1.1406  0.49
H -2.5462 -0.0313 0.4797  0.41
H 4.0499 -1.3874 -1.0140  0.38
H 0.3665 1.3154 -1.5839  0.31
H -1.1841 0.3693 1.5048  0.28
H -2.0966 -0.8668 -2.0498  0.36
H -1.2653 -2.1339 -1.1591  0.40
H -0.8677 2.2447 1.2509  0.33
H -1.2817 1.6557 -1.2474  0.41
H 2.2632 -1.0541 2.7096  0.44
H -0.4482 -1.1818 -2.4163  0.43

Force components x, y, z for each atom (eV/Å):
S -1.2 0.2 0.5
O 0.5 0.0 0.8
N 4.3 -1.5 -1.6
C 0.2 4.1 -1.8
C 4.0 -0.8 1.6
C 1.1 2.2 -1.8
C -1.1 -0.3 -0.2
C -1.6 0.5 0.7
C 0.7 1.1 0.4
C -1.2 0.2 -0.9
C 0.7 -1.7 0.6
C -1.8 0.6 -0.6
C -0.2 -0.3 -0.9
H 0.7 -1.2 0.6
H -1.7 1.2 -0.6
H 0.0 -0.3 0.8
H -0.8 -0.1 0.2
H 1.3 -0.3 -0.6
H -1.2 -1.0 1.9
H -0.7 -1.6 0.6
H -0.2 0.4 0.5
H -0.1 -0.5 -0.2
H -0.6 0.1 -1.2
H -0.4 -0.8 0.1
H -0.4 -0.3 0.3
H -0.2 0.1 0.8

## Properties
* spin multiplicity: 1
* charge: 0
* HOMO energy: -7.674 eV
* DFT total energy: -916.77969 a.u.
* energy relative to the best compared isomer or geometry (same formula, charge and spin): 175.6 kcal/mol

Entry 3:
Entry from OMol25: a molecular structure, C26H22Cl2F5FeNO3P2Te (the ωB97M-V functional and the def2-TZVPD basis).

Last column: Mulliken charge in e.
Atoms and positions in Å:
Te 3.0330 -0.0525 0.4351  2.14
Fe 0.3102 -0.1765 -0.2982  0.71
Cl -1.7645 3.4870 -2.9189  -0.15
Cl -0.7587 4.4367 -0.3317  -0.15
P -1.7556 -1.5259 -0.0483  0.97
P -1.3099 -0.0884 2.5462  0.93
F 1.7383 1.3651 0.5817  -0.53
F 4.1825 -1.4505 0.7506  -0.37
F 1.6104 -0.9242 1.4612  -0.60
F 4.2674 1.0557 -0.3398  -0.35
F 3.5793 0.5823 2.0755  -0.36
O 2.1840 -0.6770 -1.0308  -0.83
O -0.1069 1.3617 -1.6461  -0.74
O -1.3085 1.2724 0.1830  0.00
N -2.0977 -1.2315 1.6326  -0.31
C -0.8902 -0.8197 4.0973  0.38
C -2.1679 -6.0914 -0.2889  -0.52
C -1.3697 -0.2947 5.3018  -0.52
C -3.1714 -0.8885 -0.9565  0.54
C -4.4605 -1.0049 -0.4408  -0.29
C -1.5309 2.5746 3.0362  -0.32
C -5.3314 0.0520 -2.4149  -0.51
C -0.0409 -1.9349 4.0887  -0.21
C -4.0500 0.1620 -2.9330  -0.71
C -2.5931 -5.2901 -1.3388  -0.73
C -1.4896 -4.1371 0.9298  -0.22
C -0.9700 1.8528 -0.8910  0.38
C -3.6117 1.4280 2.5176  -0.28
C -4.2945 2.6236 2.6644  -0.79
C 0.2860 -2.5480 5.2825  -0.96
C -0.2159 -2.0433 6.4782  -0.48
C -1.0358 -0.9222 6.4895  -0.77
C -1.6132 -5.5149 0.8444  -0.79
C -1.9412 -3.3257 -0.1106  0.70
C -2.4825 -3.9113 -1.2540  -0.63
C -5.5377 -0.5307 -1.1693  -0.85
C -2.9657 -0.3080 -2.2041  -0.44
C -1.6584 3.1715 -1.1952  0.52
C -3.6021 3.7853 2.9848  -0.45
C -2.2252 3.7644 3.1694  -0.76
C -2.2323 1.4103 2.7228  0.50
H -5.3666 2.6520 2.5250  0.45
H -4.6248 -1.4675 0.5254  0.44
H -2.2639 -7.1665 -0.3559  0.40
H 0.3858 -2.2894 3.1579  0.38
H -0.4546 2.5537 3.1587  0.44
H -2.3941 -2.0555 2.1474  0.46
H -2.0025 0.5833 5.3035  0.42
H -3.0182 -5.7382 -2.2265  0.42
H -4.1376 0.5230 2.2443  0.38
H -6.5397 -0.6191 -0.7713  0.45
H -6.1754 0.4199 -2.9825  0.43
H -1.4136 -0.5350 7.4256  0.43
H -2.8284 -3.2960 -2.0745  0.42
H -2.6632 3.1516 -0.7858  0.16
H 0.9448 -3.4052 5.2871  0.44
H -1.9645 -0.2037 -2.6076  0.38
H 0.0461 -2.5226 7.4121  0.41
H -4.1412 4.7183 3.0811  0.43
H -1.6926 4.6758 3.4026  0.44
H -1.2668 -6.1371 1.6583  0.44
H -3.8886 0.6218 -3.8984  0.48
H -1.0170 -3.7090 1.8084  0.13

Force components x, y, z for each atom (eV/Å):
Te 0.1 0.1 0.7
Fe -0.2 0.2 -0.8
Cl 0.0 0.0 0.0
Cl 0.0 0.0 0.0
P 0.1 0.0 0.1
P -0.1 0.1 0.0
F 0.1 0.0 -0.2
F 0.1 -0.1 -0.2
F 0.0 -0.1 0.1
F 0.1 -0.1 -0.1
F 0.0 0.0 0.0
O -0.2 0.2 0.3
O 0.0 0.0 -0.1
O 0.2 0.1 0.0
N 0.1 -0.2 0.0
C 0.0 0.0 0.0
C 0.0 0.0 0.0
C 0.0 0.0 0.0
C 0.0 -0.1 0.0
C 0.0 0.0 0.0
C -0.1 0.0 0.1
C 0.0 0.0 0.0
C 0.0 0.0 0.0
C 0.0 0.0 0.0
C 0.0 0.0 0.0
C 0.1 0.0 0.0
C -0.1 -0.1 0.0
C 0.0 0.1 0.0
C 0.0 0.0 0.0
C 0.0 0.0 0.0
C 0.0 0.0 0.0
C 0.0 0.0 0.0
C 0.0 0.0 0.0
C 0.0 0.0 0.0
C 0.0 0.0 0.0
C 0.0 0.0 0.0
C 0.0 0.0 0.0
C -0.1 0.0 0.0
C 0.0 0.0 0.0
C 0.0 0.0 0.0
C -0.1 0.0 0.2
H 0.0 0.0 0.0
H 0.0 0.0 0.0
H 0.0 0.0 0.0
H 0.0 0.0 0.0
H 0.0 0.0 0.0
H -0.1 0.0 0.0
H 0.0 0.0 0.0
H 0.0 0.0 0.0
H 0.0 0.0 0.0
H 0.0 0.0 0.0
H 0.0 0.0 0.0
H 0.0 0.0 0.0
H 0.0 0.0 0.0
H 0.0 0.0 0.0
H 0.0 0.0 0.0
H 0.0 0.0 0.0
H 0.0 0.0 0.0
H 0.0 0.0 0.0
H 0.0 0.0 0.0
H 0.0 0.0 0.0
H 0.0 0.0 0.0
H 0.0 0.0 0.0

## Properties
* spin multiplicity: 6
* charge: +1
* HOMO energy (spin up / spin down): -11.872 / -12.316 eV
* DFT total energy: -4918.44049 a.u.
* energy relative to the best compared isomer or geometry (same formula, charge and spin): 0.0 kcal/mol